No. 1
163
Properties=species:S:1:pos:R:3:forces:R:3:mulliken_charge:R:1 method="wB97M-V/def2-TZVPD" charge=0 fmax_ha_per_bohr=0.087 homo_energy_ev=-7.9 relative_energy_kcal_mol=89.3
O 3.1693 -0.9012 2.2438 -1.76 2.18 0.93 -0.652
V 2.0359 0.2106 2.5794 -1.16 -2.38 -3.60 1.267
O 0.9499 -0.4782 3.5368 1.35 1.26 -0.49 -0.590
C -1.6203 2.2332 -0.0512 0.89 -0.38 0.46 -1.025
C -1.1307 1.2758 1.1001 -0.43 -0.19 -0.81 2.535
C -2.2883 0.3097 1.4482 0.03 -0.47 -0.10 -1.201
C -2.6079 -0.7626 0.3593 -0.94 2.55 1.64 0.501
C -1.3996 -1.5016 0.1100 1.48 -2.27 -1.63 -0.787
C -0.0877 -0.7633 -0.2757 -0.47 1.27 -0.04 2.353
N 0.0810 0.4066 0.6777 -0.37 -0.61 1.45 1.388
O 1.3334 1.0469 0.6020 0.19 -0.43 2.24 -0.216
C -0.1785 -0.2534 -1.7919 -0.19 -0.79 1.29 1.024
C 1.0489 -1.7825 -0.0945 0.09 0.58 -0.34 -0.901
C -0.8478 2.1385 2.3816 0.97 -0.02 -0.10 -1.970
H -2.3300 2.9401 0.3787 0.18 0.27 -0.11 0.804
H -2.1013 1.7681 -0.9117 -0.12 -0.53 0.25 -0.430
H -0.7403 2.7090 -0.4839 0.00 0.54 0.23 -0.324
H -3.1891 0.8080 1.8064 0.02 0.59 -0.38 0.189
H -1.9477 -0.1753 2.3629 0.05 -0.63 -0.03 -0.152
H -2.9363 -0.3740 -0.6047 -0.33 0.72 0.16 -0.875
H -3.4143 -1.4054 0.7123 -0.01 -0.12 0.04 0.678
H -1.6936 -2.0611 -0.7781 0.61 -0.60 -0.46 0.085
H -1.2600 -2.3053 0.8330 0.52 0.34 0.47 -0.133
H 0.4217 0.6353 -1.9872 0.01 -0.08 0.16 -1.577
H -1.2218 -0.0470 -2.0305 -0.02 0.21 -0.08 -0.384
H 0.1377 -1.0584 -2.4553 0.16 0.00 -0.02 -0.053
H 0.7915 -2.7239 -0.5800 -0.30 -0.07 0.11 -0.236
H 1.2374 -1.9494 0.9661 -0.07 -0.16 0.00 0.528
H 1.9829 -1.4906 -0.5747 0.01 0.36 0.14 -0.348
H -1.6133 2.8700 2.6405 -0.31 -0.01 -0.66 0.629
H 0.0837 2.7002 2.3123 0.01 0.25 -0.57 -0.289
H -0.6944 1.6501 3.3439 -0.25 -1.03 -0.26 0.333
Br 0.1633 -3.3539 4.5724 0.02 -0.38 -0.32 -0.137
C -1.7021 -2.9674 4.1785 0.25 0.38 0.39 -0.197
C -2.4792 -3.3990 5.3671 -0.65 0.05 0.71 -0.647
Br -4.3203 -2.6763 5.1087 0.49 -0.45 0.21 -0.200
H -2.0516 -3.4621 3.2722 0.39 0.29 -0.08 0.139
H -1.7595 -1.8789 4.1816 0.07 -0.14 -0.74 0.104
H -2.0769 -2.9165 6.2579 -0.28 -0.07 -0.02 0.446
H -2.5192 -4.4752 5.5348 -0.21 0.15 -0.17 0.416
Br 0.1674 -1.3333 -5.2233 0.29 -0.15 -0.67 0.105
C 0.8560 -1.1901 -7.0785 -1.29 0.60 -0.05 -0.596
C 2.0062 -2.0806 -7.2373 1.35 -0.72 0.67 -0.435
Br 2.8320 -1.9511 -9.0105 -0.28 0.09 0.30 -0.167
H 1.1578 -0.1499 -7.2013 -0.26 -0.08 -0.03 0.401
H 0.0309 -1.4602 -7.7375 -0.02 0.26 0.12 0.422
H 1.7937 -3.1349 -7.0603 -0.09 0.16 -0.11 0.303
H 2.7372 -1.7395 -6.5043 0.37 -0.32 -0.25 0.203
Br -4.2224 3.6937 6.9908 -0.73 -0.90 -0.33 -0.172
C -5.0250 2.0549 6.2045 0.31 -1.02 -0.88 -0.520
C -5.5248 2.3062 4.7693 0.22 0.16 0.29 -0.633
Br -5.5558 0.6517 3.6235 0.02 0.85 0.85 -0.156
H -5.7883 1.5552 6.8010 -0.14 0.82 0.37 0.402
H -4.2395 1.2999 6.1714 0.34 0.39 -0.02 0.305
H -4.8454 3.0055 4.2820 -0.20 -0.22 -0.18 0.402
H -6.5434 2.6944 4.7672 0.18 -0.08 -0.16 0.374
Br -0.1182 5.8185 -4.2466 -0.19 -1.26 1.05 -0.144
C 0.0355 4.3625 -2.8236 0.30 1.21 0.64 -0.438
C 1.1763 3.4435 -3.1027 0.66 0.25 -2.21 0.141
Br 2.9077 4.4661 -3.3658 -1.01 -0.76 0.26 -0.125
H -0.9068 3.8223 -2.7312 -0.01 0.12 -0.40 0.307
H 0.2210 4.9048 -1.8965 -0.27 0.20 -0.12 0.243
H 0.9820 3.0638 -4.1058 0.37 -0.25 -0.01 0.592
H 1.3482 2.5659 -2.4795 -0.05 0.53 0.54 -0.678
Br 2.0396 -3.8899 -3.3392 -0.71 -0.26 0.28 -0.043
C 0.3230 -4.6102 -2.6975 -0.29 -1.63 -0.58 -0.447
C -0.2275 -5.7695 -3.5836 0.06 1.39 -0.22 -0.659
Br -0.6260 -5.0222 -5.3941 0.19 -0.67 0.57 -0.152
H -0.4648 -3.8614 -2.6154 0.47 0.33 -0.03 0.097
H 0.5228 -5.0720 -1.7306 0.08 0.36 0.13 0.370
H -1.2127 -6.0711 -3.2281 0.16 0.05 0.16 0.361
H 0.4242 -6.6411 -3.6434 0.06 0.32 -0.29 0.464
Br 3.2126 0.7726 -4.5894 0.14 -0.33 0.69 -0.186
C 3.5224 0.1432 -2.6864 0.09 0.95 -1.03 0.333
C 4.7811 0.8724 -2.2629 0.45 0.06 0.58 -0.571
Br 5.1805 0.4470 -0.3332 -0.11 -0.11 -1.04 -0.218
H 3.6529 -0.9353 -2.7754 -0.05 0.20 0.21 0.390
H 2.6071 0.4285 -2.1680 0.32 -0.16 0.16 -0.618
H 4.8132 1.9620 -2.2648 -0.91 -0.11 -0.05 0.327
H 5.6120 0.6261 -2.9241 0.13 -0.60 0.47 0.518
C -0.1025 5.7733 1.3491 -1.29 0.04 0.04 -1.811
C 1.2954 5.2850 1.6797 -0.46 1.56 -1.81 1.742
C 2.1467 5.1159 0.3884 0.42 -1.57 0.61 -0.177
O 3.4454 4.6695 0.7898 0.91 -0.56 -0.26 -0.539
C 4.2981 4.1413 -0.2886 -1.26 1.52 0.54 -0.203
N 1.8519 6.3443 2.4955 1.55 -0.55 0.86 -0.881
H -0.8549 5.0839 0.9659 0.43 -0.39 -0.38 0.097
H -0.0773 6.6449 0.6951 0.32 -0.14 -0.47 0.448
H -0.6154 6.2092 2.2065 0.36 -0.24 0.56 0.472
H 1.3816 4.3713 2.2678 -0.33 -0.09 -0.21 -0.473
H 2.2742 6.0043 -0.2301 -0.47 0.31 0.04 0.506
H 1.6981 4.3013 -0.1802 -0.24 -0.04 -0.48 -0.381
H 5.2772 3.8649 0.1027 -0.43 -0.33 0.30 0.327
H 4.4628 4.9413 -1.0104 0.08 0.15 -0.05 0.350
H 3.7555 3.3732 -0.8396 0.23 -0.39 0.33 -0.316
H 2.0168 7.2115 2.0048 -0.62 0.24 -0.47 0.361
H 2.7896 5.9695 2.5165 0.94 0.43 0.89 0.247
C -4.7524 -2.3194 -2.4803 -0.19 0.40 0.12 -0.256
C -5.1573 -2.3865 -3.9634 0.32 -1.19 1.07 0.844
C -4.0280 -2.7791 -4.8687 1.03 0.96 -1.14 -0.705
O -4.2433 -2.0823 -6.1506 0.52 -0.82 -0.23 -0.387
C -3.3192 -2.5090 -7.1879 0.24 -1.15 1.35 -0.537
N -6.1971 -3.4444 -4.0314 -0.47 0.84 -0.89 -0.828
H -4.5097 -3.3204 -2.1234 0.28 -0.01 -0.09 -0.194
H -5.5643 -1.9900 -1.8319 -0.39 -0.02 -0.30 0.352
H -3.9456 -1.6354 -2.2170 0.32 -0.06 -0.43 -0.217
H -5.4099 -1.4234 -4.4070 -1.07 0.07 0.52 0.211
H -4.0024 -3.8634 -4.9767 0.19 -0.11 -0.37 0.564
H -3.0751 -2.4474 -4.4564 0.38 0.03 -0.08 -0.040
H -3.5546 -2.2698 -8.2250 -0.57 0.69 0.46 0.333
H -3.2574 -3.5969 -7.1587 -0.25 -0.35 -0.09 0.314
H -2.2930 -2.2343 -6.9439 0.06 0.63 0.00 0.037
H -5.9576 -4.2509 -3.4725 0.30 0.20 0.59 0.262
H -6.1023 -3.8221 -4.9634 -0.64 0.02 -0.44 0.318
C -0.1637 3.9278 5.7229 0.39 -0.03 0.07 -1.341
C 1.2023 4.6027 6.0058 -1.34 -0.03 0.53 0.576
C 1.8630 4.0276 7.2861 -1.26 -1.32 -0.60 -0.653
O 0.9411 4.1588 8.3562 -0.91 1.01 -1.22 -0.265
C 1.2030 3.6241 9.6083 1.23 0.24 0.05 -0.748
N 2.0919 4.5153 4.8603 0.36 -0.13 0.05 -0.588
H -0.8854 4.1574 6.5068 0.22 -0.17 0.18 0.425
H -0.0667 2.8474 5.6165 0.03 -0.15 0.08 0.198
H -0.6258 4.3043 4.8103 0.27 0.15 -0.25 0.283
H 0.8992 5.6430 6.1242 0.34 0.37 0.69 0.299
H 2.9007 4.3381 7.4077 -0.03 0.76 0.57 0.362
H 1.9295 2.9500 7.1359 0.32 -0.40 -0.41 0.322
H 1.9686 4.2914 10.0044 0.04 -0.23 1.01 0.291
H 1.6073 2.6120 9.5937 0.09 -0.28 -0.27 0.309
H 0.2961 3.5931 10.2122 0.03 0.36 -0.16 0.218
H 2.8810 5.1038 5.0863 0.75 -0.22 0.29 0.291
H 1.7050 5.1307 4.1590 -0.55 -0.10 -0.43 0.115
C 7.4056 -5.5084 0.6048 0.31 -0.43 0.15 -1.444
C 6.9645 -5.0792 -0.7768 -0.10 -0.79 0.81 0.360
C 5.7974 -4.1239 -0.6653 -0.32 0.55 -0.71 -0.465
O 4.7974 -4.5916 0.2516 0.53 0.12 0.09 -0.451
C 3.6004 -3.8134 0.3081 0.43 0.11 -0.63 -0.250
N 8.1167 -4.5403 -1.5056 -0.51 0.55 -0.11 -0.734
H 6.6169 -5.9658 1.2023 0.13 -0.12 -0.11 0.359
H 7.7922 -4.6560 1.1634 -0.11 0.26 0.03 0.313
H 8.2625 -6.1660 0.4582 -0.09 -0.38 0.34 0.411
H 6.5748 -5.9220 -1.3476 0.20 -0.32 0.08 0.346
H 5.4349 -4.0494 -1.6905 -0.65 0.19 -0.11 0.213
H 6.1783 -3.1312 -0.4252 -0.13 0.29 0.50 0.221
H 3.0918 -3.8287 1.2721 0.50 -0.47 0.26 0.279
H 2.9017 -4.1970 -0.4354 -0.11 0.16 -0.20 0.155
H 3.8173 -2.7622 0.1180 0.01 0.12 -0.17 0.055
H 8.6526 -4.0082 -0.8350 0.11 0.46 0.02 0.301
H 8.7509 -5.2854 -1.7563 -0.17 -0.29 -0.19 0.274
C -3.3326 1.3342 -4.4446 0.35 -0.06 0.19 0.756
Cl -4.2370 2.8865 -4.5874 0.58 -0.91 -0.13 -0.153
Cl -1.7369 1.3728 -5.2706 -0.79 0.34 0.30 -0.132
H -3.1396 1.1071 -3.3961 0.02 0.51 -0.02 -0.839
H -3.8812 0.4691 -4.8173 -0.20 0.48 -0.49 0.280
C -2.5035 -5.7886 0.7442 0.23 -1.01 0.62 -0.523
Cl -3.0885 -5.2620 -0.8083 -0.46 0.33 -0.31 -0.099
Cl -0.8526 -5.2486 1.0039 0.40 0.15 0.22 -0.081
H -3.1016 -5.4780 1.6009 -0.17 0.38 -0.46 0.287
H -2.4977 -6.8786 0.7369 0.07 0.15 -0.05 0.407
C -5.6150 1.5015 -0.4198 -0.11 -0.15 0.35 0.583
Cl -6.9701 2.4326 0.2765 0.43 -0.23 0.03 -0.173
Cl -5.8394 1.3357 -2.1633 0.16 -0.10 0.16 -0.121
H -4.6704 1.9930 -0.1867 -0.24 0.20 -0.26 -0.367
H -5.5790 0.5055 0.0216 -0.30 0.14 -0.03 0.102

No. 2
21
Properties=species:S:1:pos:R:3:forces:R:3:mulliken_charge:R:1 method="wB97M-V/def2-TZVPD" charge=+1 fmax_ha_per_bohr=0.084 homo_energy_ev=-11.7
C -1.2239 1.8891 -1.2371 -0.17 0.27 0.42 -1.181
Ce 0.1590 0.1082 -1.6742 0.09 0.70 -0.95 1.119
N 1.4718 -1.9214 -2.5871 0.18 -0.50 -0.13 -0.806
H 0.0650 0.7034 -3.3811 0.04 0.55 -1.82 -0.118
H 2.4720 -1.7160 -2.6470 -0.23 -0.29 -0.04 0.311
H -1.5717 -0.2116 -2.4100 -0.24 -0.50 -0.11 -0.096
H -1.6388 2.3541 -2.1381 -0.04 -0.12 0.24 0.324
H -0.5386 2.6185 -0.7475 -0.08 -0.11 -0.04 0.328
H -2.0142 1.6111 -0.5125 0.21 0.30 -0.43 0.302
H 1.3491 -2.7567 -2.0057 0.23 0.19 -0.34 0.309
H 1.1570 -2.1606 -3.5304 0.10 0.02 0.17 0.318
C 1.1161 -0.7313 2.4871 0.07 -0.14 0.86 -1.082
C 0.0251 -0.0959 1.7206 0.11 0.16 -2.08 0.813
C -1.0624 0.6496 2.3828 -0.19 0.03 1.09 -1.038
O 0.0619 -0.1721 0.4531 -0.13 -0.48 4.28 -0.511
H 0.9245 -0.5992 3.5554 0.25 -0.14 -0.17 0.357
H 2.0928 -0.2856 2.2467 -0.32 -0.05 -0.11 0.314
H 1.1780 -1.8062 2.2708 -0.05 0.24 -0.11 0.332
H -1.0566 1.7242 2.1336 0.04 -0.43 -0.26 0.311
H -2.0574 0.2350 2.1562 0.37 0.15 -0.25 0.325
H -0.9087 0.5634 3.4642 -0.23 0.16 -0.21 0.370

No. 3
23
Properties=species:S:1:pos:R:3:forces:R:3:nbo_charge:R:1 method="wB97M-V/def2-TZVPD" charge=0 fmax_ha_per_bohr=0.172 homo_energy_ev=-9.6 relative_energy_kcal_mol=254.3
Na 0.7946 -0.0909 -2.5675 0.52 -0.68 -2.84 0.967
Cl 0.2111 0.0464 -0.4877 3.92 2.63 -1.55 -0.441
O 1.5801 2.2558 -0.3865 1.07 1.66 -0.17 -0.945
H 1.1804 1.4395 -0.6865 0.49 0.75 0.14 0.405
H 2.1205 1.9981 0.3604 0.34 0.01 0.15 0.463
O -2.1427 -0.3246 -1.6112 -1.16 -0.05 -1.56 -0.887
H -1.6055 -0.6545 -0.8908 -1.97 0.07 0.13 0.469
H -1.8284 0.5679 -1.7557 -0.35 -0.69 -0.58 0.402
O -1.3042 -0.9882 1.4334 -5.60 -3.06 -1.61 -0.983
H -1.8644 -0.5119 2.0461 -0.25 -0.05 0.03 0.455
H -0.5272 -0.4370 1.3402 -2.99 -1.82 0.92 0.411
O -1.2970 1.8927 -0.2015 -2.10 3.17 0.45 -0.910
H -1.7680 1.5738 -0.9714 -0.38 0.87 0.96 0.416
H -0.5891 1.2611 -0.0746 -1.28 2.01 0.51 0.382
O 0.4216 -0.0643 1.9799 6.74 3.01 4.84 -0.886
H 0.3102 0.7038 2.5401 0.03 0.27 0.51 0.487
H 0.3700 0.2795 1.0881 1.92 1.66 0.32 0.406
O 2.3826 -1.3324 0.1375 1.59 -1.07 -0.06 -0.975
H 2.4563 -1.0210 1.0396 -0.01 -0.03 0.33 0.481
H 1.6653 -0.8199 -0.2354 0.57 -0.27 0.32 0.409
O -0.4250 -2.1014 -0.9548 -0.49 -4.59 -2.15 -0.946
H -0.4810 -1.2029 -0.6293 -0.73 -3.43 0.48 0.345
H 0.3400 -2.4695 -0.5127 0.11 -0.35 0.43 0.474

Table of E_tot (eV), in record order: -1006080.666 -20830.122 -31490.071